Record 1
113
Properties=species:S:1:pos:R:3:forces:R:3:lowdin_charge:R:1 method="wB97M-V/def2-TZVPD" e_lumo_ev=-0.54 smiles="CCN(CCN(O)[C@H](N=C=O)[C@@](CCCCS(=O)(=O)O)(OC#N)OCCCCCO)C(C)=O.COCCOCCOC.COCCOCCOC" homo_energy_ha=-0.330 energy_ev=-80638.2687
H 6.457 -3.234 2.802 -1.0 0.8 1.3 0.108
H 0.994 -3.674 2.957 0.1 1.2 -2.5 0.154
C 2.597 -2.386 2.047 1.2 0.0 0.3 -0.207
N -1.422 -0.166 1.750 3.6 0.8 2.9 -0.239
H -4.830 -4.682 -3.324 -0.1 -0.1 -0.1 0.116
O -2.341 -0.483 0.842 -3.2 -1.2 -1.1 -0.033
H -4.398 -7.537 -6.161 0.0 0.1 -0.1 0.125
C -0.871 -2.120 -5.518 0.0 0.2 -0.1 -0.229
H 6.122 10.668 1.083 0.0 0.0 -0.2 0.086
H -1.139 1.475 4.292 1.1 0.5 -2.0 0.144
H 6.825 9.058 0.763 -0.1 0.1 0.2 0.089
H -2.287 -3.978 -5.349 1.3 1.6 1.6 0.115
C 0.253 -3.220 -0.981 -0.6 -0.7 -2.9 -0.167
H -6.732 -4.688 -5.746 -0.1 -0.2 0.2 0.111
O -0.680 -2.876 0.065 2.4 1.2 1.5 -0.133
H -5.397 -7.279 -4.753 -0.3 0.0 0.0 0.111
H 0.545 1.368 3.329 -2.4 0.6 0.0 0.131
H -0.056 -4.547 -3.849 -1.4 1.4 1.0 0.119
H 4.819 7.048 1.556 0.2 0.1 0.2 0.110
C 4.196 9.543 2.686 0.3 -0.5 0.2 -0.187
C -0.275 4.191 6.064 0.0 -0.8 0.0 -0.043
H -8.082 -5.659 -7.780 0.0 -0.1 -0.1 0.086
C -8.579 -6.330 -7.070 0.1 0.1 0.5 -0.111
O -6.562 -5.854 -3.330 0.5 -0.1 0.1 -0.210
H -5.339 -3.654 -5.545 0.1 -0.1 0.1 0.124
C 3.472 8.439 3.465 -0.1 0.1 -0.2 -0.172
H 0.087 3.486 6.957 -0.8 1.5 -2.1 0.099
C -0.413 -2.681 -2.418 1.2 -0.2 -0.6 -0.169
O -0.177 0.479 -1.821 5.2 -2.7 9.4 0.001
H 5.718 -1.849 0.166 -1.4 0.9 2.3 0.137
H 3.277 -3.058 2.766 -1.5 1.5 -1.5 0.125
C -6.463 -7.318 -6.661 0.0 0.0 0.7 -0.187
C -0.624 4.683 1.259 0.6 0.8 -0.3 -0.117
H -1.260 -0.323 -4.562 -0.2 -1.1 -1.4 0.087
O 5.791 -2.802 3.433 -0.2 1.5 -2.8 -0.227
H -2.661 -2.555 -4.169 2.0 -1.3 -1.0 0.121
O 5.711 6.515 4.022 -0.4 -0.1 0.3 -0.208
C -5.843 -4.694 -3.749 -0.3 -0.4 -0.3 -0.186
H -6.301 -6.933 -7.673 0.0 0.1 0.0 0.122
H 0.455 -2.119 -3.013 -1.9 -1.1 1.3 0.109
C 5.916 9.594 1.047 0.0 -0.1 0.4 -0.110
H 2.539 8.865 3.852 0.0 0.0 -0.2 0.125
O 4.674 -0.306 3.594 1.6 -4.8 -3.5 -0.347
H 4.120 5.163 3.885 0.0 0.0 0.0 0.115
C -0.923 -3.895 -3.395 -0.7 0.5 -0.3 -0.204
C -5.749 -4.634 -5.277 0.2 0.1 0.2 -0.171
H 0.257 -4.407 -1.089 0.4 2.5 0.5 0.146
N -1.990 -5.384 1.561 2.0 10.7 3.6 0.117
H 2.929 -1.523 -0.154 1.1 -1.4 2.1 0.101
H 1.317 -2.748 -0.937 -2.0 -1.0 0.5 0.110
C -6.042 -6.434 -2.142 -0.3 0.1 -0.3 -0.107
C 3.488 -2.145 0.699 0.1 -0.9 -0.8 -0.233
H 1.269 4.638 2.534 -1.5 -1.9 -0.2 0.119
C -0.065 -0.789 1.544 -0.3 -0.9 2.9 -0.197
H 3.607 9.802 1.795 0.1 -0.1 0.1 0.123
H -6.288 -5.809 -1.279 0.1 -0.1 0.1 0.087
H 0.444 -0.692 2.626 -1.0 0.0 -2.6 0.165
H 4.294 10.434 3.312 -0.3 0.1 0.1 0.123
O -1.181 -2.842 2.325 -1.6 -4.1 -2.0 -0.068
H 3.753 -3.217 0.245 -0.7 2.3 0.9 0.128
H -0.829 -2.439 -6.668 -0.4 0.9 2.6 0.134
C 1.216 -3.235 1.865 1.4 -0.8 0.7 -0.081
O -1.501 -0.766 -5.428 1.1 -0.9 0.7 -0.155
H 1.510 -4.215 1.249 -1.0 2.3 1.0 0.147
H -1.444 4.126 5.969 2.4 0.3 0.2 0.082
H 6.316 5.243 5.535 0.0 -0.2 0.2 0.087
C -5.254 -6.971 -5.785 0.0 0.2 -0.4 -0.165
N -0.372 3.333 3.411 2.3 -0.2 1.4 -0.137
H -0.172 5.759 1.014 -1.0 -2.3 0.6 0.078
C 0.443 3.627 4.686 5.6 -1.1 1.6 -0.271
H 2.504 -1.357 2.594 -0.2 -2.0 -1.0 0.105
O -4.853 -5.592 -5.853 -0.4 -0.2 0.2 -0.141
H 6.229 6.975 5.944 0.0 -0.1 -0.2 0.089
H -1.046 1.873 0.983 -0.4 -1.0 2.2 0.118
S 5.517 -1.256 2.685 4.7 6.3 3.8 0.798
O -7.665 -6.801 -6.092 0.1 0.3 -0.4 -0.209
H -2.512 1.666 2.148 2.4 -0.9 -0.4 0.153
H 5.150 9.381 0.294 0.0 0.1 0.0 0.085
H -1.254 -1.881 -2.255 1.5 -1.8 -0.1 0.119
H -3.122 -0.888 1.360 1.8 0.7 -1.2 0.166
H -9.355 -5.753 -6.557 0.1 -0.2 0.0 0.091
H -1.611 -4.634 -2.787 1.2 1.5 -1.3 0.115
H 5.492 4.915 2.776 -0.2 -0.1 -0.1 0.128
H -6.496 -7.420 -2.021 -0.1 0.2 0.0 0.089
C 0.442 3.861 2.251 -0.9 0.6 -2.5 -0.223
H 0.861 2.977 1.566 -0.5 1.9 1.8 0.122
H -0.753 4.153 0.211 0.1 1.0 2.2 0.068
C -0.564 1.809 3.320 1.0 -0.7 0.3 -0.143
H 0.244 -2.002 -5.181 -2.1 -0.6 -0.4 0.111
H 4.769 -0.263 0.535 0.6 -2.3 1.6 0.142
O 6.950 -0.597 2.622 -4.9 -3.3 -0.7 -0.401
H -9.038 -7.167 -7.594 -0.1 0.0 -0.2 0.084
H -1.656 4.858 1.794 2.1 -0.6 -1.1 0.080
C 4.856 5.670 3.253 0.2 0.5 -0.3 -0.181
H 4.041 8.118 4.337 0.2 0.0 -0.2 0.112
H 0.092 5.279 6.373 -0.8 -2.3 -1.1 0.100
H -4.957 -6.569 -2.214 0.0 0.1 0.1 0.084
C 4.922 -1.382 0.921 -1.3 0.2 -2.2 -0.241
N 0.872 -0.069 0.620 -3.0 0.5 -7.5 0.141
C -1.759 -3.180 -4.638 -0.6 -0.3 0.2 -0.184
H 4.732 6.045 5.797 0.0 -0.1 0.0 0.086
C 5.745 6.159 5.396 0.1 0.4 -0.3 -0.108
O 5.514 9.129 2.328 -0.3 0.0 -0.5 -0.210
H -6.390 -3.822 -3.377 0.1 0.3 -0.1 0.125
C -0.105 -2.451 1.338 -1.0 -0.4 -0.1 -0.308
O 1.779 3.402 4.774 -8.2 1.4 -1.0 -0.058
O 3.074 7.316 2.668 0.4 0.1 0.0 -0.141
C -1.735 -4.169 1.951 0.4 -6.0 -2.3 -0.129
H -6.572 -8.408 -6.711 0.2 -0.1 -0.1 0.125
C 4.128 6.476 2.170 -0.2 -0.2 0.4 -0.167
C -1.380 1.322 1.987 -1.2 1.8 -0.4 -0.124
C 0.401 0.129 -0.640 -2.8 1.6 -1.8 -0.035
H 3.636 5.764 1.502 -0.1 0.0 0.1 0.119

Record 2
104
Properties=species:S:1:pos:R:3:forces:R:3:lowdin_charge:R:1 method="wB97M-V/def2-TZVPD" e_lumo_ev=0.68 homo_energy_ha=-0.349 energy_ev=-72781.5355
N 1.280 -1.139 7.040 1.0 -2.4 0.1 0.160
H 1.410 -0.257 3.981 -0.1 0.0 -0.1 0.008
C 0.469 -1.128 -7.855 -0.1 0.0 0.0 -0.103
H 5.480 -2.957 -5.440 0.0 0.0 0.0 0.120
C -2.815 -0.581 2.656 0.4 0.0 -0.2 -0.420
H 4.164 -2.649 -3.195 0.0 0.0 0.0 0.078
H -2.951 -4.351 4.379 0.2 0.0 0.0 0.080
C 0.033 1.745 -11.338 -0.1 0.0 0.0 -0.256
H -2.643 7.427 2.399 0.0 0.0 0.0 0.077
C -3.474 7.497 4.404 0.0 0.0 -0.1 -0.258
H -1.395 -4.976 3.750 -0.1 0.1 0.0 0.076
C -3.903 -0.530 1.581 0.0 -0.1 -0.4 -0.086
H 0.502 -4.855 9.869 0.0 0.0 0.0 0.072
H -4.256 6.996 4.977 0.0 0.0 0.0 0.111
H 2.924 -1.689 -4.004 0.0 0.0 0.0 0.057
H -1.857 -0.626 2.112 -0.1 0.1 0.2 0.113
C 2.275 4.829 3.686 0.2 0.1 0.3 -0.196
C 1.131 -4.132 9.353 0.0 0.0 0.0 -0.108
H 2.397 -3.902 6.105 0.0 0.0 0.0 0.111
H 0.645 -3.158 9.423 0.0 0.0 0.0 0.072
N 0.355 -4.680 -6.714 -1.0 1.1 -0.2 0.145
H -1.463 -2.201 -6.127 0.0 0.0 0.0 0.120
H 2.082 -4.074 9.885 0.0 0.0 0.0 0.077
O 0.661 -2.592 3.259 -1.0 -0.3 0.2 -0.238
C -0.421 -3.829 -6.860 1.3 -1.3 0.2 -0.230
H -3.993 0.477 1.160 0.0 -0.1 0.1 0.075
H -3.856 -2.376 3.283 0.1 0.2 0.2 0.110
H -2.200 7.782 6.150 0.0 0.1 0.0 0.118
H 0.378 -4.592 7.386 0.0 0.0 0.0 0.106
H -0.609 -1.538 4.539 0.1 0.0 -0.1 0.099
C -1.351 -2.732 -7.075 -0.2 0.2 -0.1 -0.190
H -3.731 8.557 4.377 0.0 0.0 0.0 0.106
H -3.813 1.155 3.532 0.1 -0.1 0.2 0.076
H 1.651 5.634 4.080 0.0 0.0 0.0 0.112
H -1.452 1.432 -12.896 0.0 0.0 0.0 0.121
C -2.241 -4.312 3.545 -0.2 -0.2 -0.3 -0.070
H -2.319 -3.164 -7.331 0.0 0.0 0.0 0.119
H 1.263 -1.869 -7.761 0.0 0.0 0.0 0.058
C 1.339 -4.538 7.900 0.0 0.0 0.0 -0.257
C 4.229 -1.626 -6.408 -0.3 1.7 -0.5 -0.240
H 3.687 -4.559 -4.780 0.0 0.0 0.0 0.110
C 3.423 -3.533 -5.041 0.0 0.1 0.1 -0.256
H 3.241 -3.528 7.607 0.0 0.0 0.0 0.124
H -2.158 1.474 3.037 -0.2 -0.2 0.0 0.077
H 2.483 -3.583 -5.590 0.0 0.0 0.0 0.075
C 1.474 3.325 5.552 0.1 -0.1 0.1 -0.120
C -0.872 -1.777 -8.178 0.2 0.0 0.2 -0.278
Si 1.863 -1.512 3.340 0.5 -0.1 1.0 0.347
H 0.738 1.133 -10.774 0.0 0.0 0.0 0.102
H -0.097 0.307 -12.967 0.0 0.0 0.0 0.119
C 2.257 -3.574 7.137 0.0 -0.3 0.0 -0.195
H -3.678 -1.203 0.737 -0.1 0.1 0.3 0.079
H 2.829 0.989 0.729 0.1 0.0 0.0 -0.044
C -0.764 0.840 -12.288 0.1 0.2 -0.1 -0.191
C -2.811 0.710 3.485 0.1 0.4 -0.2 -0.073
C -3.419 6.935 2.988 0.0 0.0 0.1 -0.107
C 3.240 -2.707 -3.773 0.0 -0.1 -0.1 -0.136
H -3.206 5.864 2.997 0.0 0.0 0.0 0.072
S 1.656 -0.856 -1.138 0.5 0.0 -0.4 0.463
H 4.635 -3.605 -6.846 0.0 0.0 0.0 0.118
C -0.856 2.528 -10.381 0.0 0.0 0.0 -0.106
C -0.523 -2.528 4.075 0.2 0.0 0.0 -0.217
C -2.908 -1.864 3.510 -0.3 -0.1 -0.1 -0.157
H -4.879 -0.824 1.986 0.1 0.1 0.0 0.077
H -2.914 -1.588 4.575 -0.2 -0.2 -0.2 0.118
N -1.423 4.850 5.380 -0.5 1.4 -0.1 0.171
H 2.982 -2.108 4.099 0.1 0.1 0.0 -0.010
H -2.451 0.549 4.501 0.0 0.0 0.0 0.067
H -1.633 -1.011 -8.319 -0.1 0.0 0.0 0.089
H 3.140 5.281 3.199 0.0 0.0 0.1 0.117
H 0.763 -0.437 -8.646 0.0 0.0 0.0 0.058
N 0.988 3.567 1.794 0.6 0.7 1.1 0.150
H -1.478 -2.816 2.210 -0.1 0.0 0.3 0.142
H -0.396 -3.259 4.880 0.0 0.1 0.1 0.110
H -1.349 7.877 4.609 0.0 0.0 0.0 0.120
C 4.519 -2.980 -5.959 0.0 -0.3 0.1 -0.194
H 2.479 -3.152 -3.134 0.0 0.0 0.0 0.055
H 3.318 3.091 4.425 0.0 0.0 0.0 0.107
N 4.001 -0.541 -6.749 0.2 -1.4 0.4 0.143
H 1.768 2.675 6.376 0.0 0.0 0.0 0.071
N -2.141 -0.963 -10.989 0.7 1.1 -0.8 0.161
H 1.782 -5.533 7.849 0.0 0.0 0.0 0.108
H -1.569 3.151 -10.925 0.0 0.0 0.0 0.077
H -0.808 -2.323 -9.117 0.0 0.0 0.0 0.092
C 1.523 4.136 2.651 -0.7 -0.9 -1.3 -0.233
H 0.864 4.131 5.960 0.0 -0.1 0.0 0.038
C -2.140 7.352 5.149 -0.1 0.3 0.0 -0.195
C -1.547 -0.154 -11.571 -0.8 -1.3 0.9 -0.217
H 0.843 2.738 4.882 0.0 0.1 0.0 0.063
H -1.421 1.858 -9.731 0.0 0.0 0.0 0.067
C 1.722 -2.222 7.093 -1.1 2.7 -0.2 -0.242
H 0.430 -0.563 -6.922 0.0 0.0 0.0 0.079
H -0.258 3.179 -9.746 0.0 0.0 0.0 0.074
H 0.624 2.431 -11.945 0.0 0.0 0.0 0.108
C 2.691 3.888 4.829 -0.1 0.0 0.0 -0.252
H 3.309 4.452 5.529 0.0 0.1 0.0 0.105
C -1.782 -2.874 3.269 0.3 -0.2 -0.4 -0.350
H 0.350 -1.055 -1.168 -0.5 -0.1 0.2 -0.212
H 0.554 0.444 1.331 0.0 -0.1 -0.1 -0.035
C -1.740 5.962 5.292 0.5 -1.6 0.0 -0.218
H -4.369 7.082 2.477 0.0 0.0 0.0 0.072
O 2.406 -1.230 1.842 0.2 0.0 -0.3 -0.425
Si 1.836 -0.088 0.824 -0.1 0.7 -0.2 0.137
H -2.756 -4.731 2.669 0.0 0.2 0.2 0.080